Record 1
C10H14BCoN7O2 as an isolated structure. Source: the Open Molecules 2025 dataset; level of theory: wB97M-V/def2-TZVPD.

Gap between HOMO and LUMO (alpha / beta) ... 8.31 / 7.90 eV
⟨S²⟩ ... 3.76
Electronic energy ... -2330.76174 Ha

Structure (ORCA input):
```
! wB97M-V def2-TZVPD RIJCOSX def2/J DEFGRID3
* xyz 0 4
H 1.978 3.835 1.002
N 1.425 2.055 0.000
B 0.117 0.436 -1.749
N 0.636 1.797 -1.133
C 0.466 2.962 -1.812
Co 2.331 0.844 1.127
H 0.017 2.934 -2.810
C 0.983 4.022 -1.036
H 0.991 5.094 -1.220
C 1.508 3.418 0.116
H 0.214 0.498 -2.971
C -1.809 -2.332 4.228
H -1.091 -2.957 4.765
H -1.280 -1.805 3.429
H -2.584 -2.974 3.799
N -1.441 0.025 -1.628
N 1.242 -0.576 -1.306
N -2.027 -0.214 -0.393
N 2.068 -0.545 -0.187
C -2.399 -0.189 -2.599
C 1.601 -1.645 -2.046
H -2.283 -0.089 -3.672
H 1.165 -1.743 -3.020
C -3.589 -0.551 -1.956
C 2.532 -2.421 -1.356
C -3.309 -0.558 -0.573
C 2.758 -1.730 -0.157
H -4.536 -0.783 -2.391
H 2.977 -3.353 -1.668
H -3.985 -0.807 0.250
H 3.352 -1.979 0.712
H -2.240 -1.626 4.894
O 0.637 0.134 4.538
N 1.693 -0.003 3.930
O 1.880 0.825 2.894
*
```

Löwdin atomic charge list, values in e, 4 entries: atom 1 (H): 0.115, atom 2 (N): -0.084, atom 3 (B): -0.433, atom 4 (N): 0.010

Record 2
C10H14BFN6Pb as an isolated structure. Source: the Open Molecules 2025 dataset; level of theory: wB97M-V/def2-TZVPD.

ΔE to the lowest compared entry with this formula, charge and spin ... 146.9 kcal/mol
Gap between HOMO and LUMO (alpha / beta) ... 6.36 / 5.96 eV
Electronic energy ... -1035.34680 Ha

Structure (ORCA input):
```
! wB97M-V def2-TZVPD RIJCOSX def2/J DEFGRID3
* xyz 0 1
H -0.268 2.813 0.767
N 0.071 1.638 -0.961
B 0.760 0.724 -3.195
N 0.626 1.900 -2.183
C 0.936 3.213 -2.277
Pb -0.840 -0.714 -0.207
H 1.361 3.604 -3.181
C 0.589 3.808 -1.055
H 0.701 4.840 -0.785
C 0.073 2.774 -0.267
H 1.164 1.107 -4.248
C -1.672 -2.364 0.800
H -2.016 -2.558 1.809
H -0.722 -2.933 0.737
H -2.430 -2.754 0.113
N -0.676 0.105 -3.289
N 1.670 -0.375 -2.577
N -1.370 -0.440 -2.185
N 1.318 -1.028 -1.408
C -1.465 0.047 -4.376
C 2.826 -0.880 -3.045
H -1.083 0.421 -5.309
H 3.237 -0.508 -3.975
C -2.677 -0.528 -4.009
C 3.268 -1.857 -2.159
C -2.607 -0.819 -2.657
C 2.305 -1.911 -1.135
H -3.511 -0.706 -4.672
H 4.158 -2.447 -2.243
H -3.355 -1.269 -1.996
H 2.299 -2.531 -0.251
H -1.865 -0.774 1.167
F -0.097 0.413 1.468
*
```

Löwdin atomic charge list, values in e, 4 entries: atom 1 (H): 0.108, atom 2 (N): -0.031, atom 3 (B): -0.483, atom 4 (N): -0.042

Record 3
C10H14BFN6V as an isolated structure. Source: the Open Molecules 2025 dataset; level of theory: wB97M-V/def2-TZVPD.

ΔE to the lowest compared entry with this formula, charge and spin ... 63.4 kcal/mol
Gap between HOMO and LUMO (alpha / beta) ... 8.32 / 7.62 eV
⟨S²⟩ ... 3.76
Electronic energy ... -1786.72357 Ha

Structure (ORCA input):
```
! wB97M-V def2-TZVPD RIJCOSX def2/J DEFGRID3
* xyz 0 4
H -3.209 0.386 2.033
N -1.692 0.223 0.553
B -0.365 0.343 -1.632
N -1.667 0.449 -0.799
C -2.886 0.787 -1.221
V 0.059 -0.080 1.649
H -3.041 1.014 -2.245
C -3.721 0.804 -0.103
H -4.741 1.073 -0.074
C -2.945 0.448 0.994
H -0.548 0.488 -2.840
C 1.625 -0.901 2.498
H 1.242 -0.960 3.520
H 2.439 -0.143 2.443
H 1.990 -1.854 2.121
N 0.116 -1.067 -1.238
N 0.682 1.288 -1.022
N 0.332 -1.453 0.049
N 0.986 1.180 0.315
C 0.356 -2.077 -2.076
C 1.385 2.288 -1.567
H 0.247 -1.907 -3.129
H 1.254 2.494 -2.605
C 0.745 -3.161 -1.296
C 2.153 2.853 -0.553
C 0.720 -2.751 0.030
C 1.882 2.145 0.601
H 1.043 -4.120 -1.651
H 2.821 3.688 -0.650
H 0.960 -3.295 0.924
H 2.250 2.269 1.607
H -0.053 -1.570 2.343
F -0.417 1.118 3.021
*
```

Löwdin atomic charge list, values in e, 4 entries: atom 1 (H): 0.116, atom 2 (N): -0.045, atom 3 (B): -0.477, atom 4 (N): -0.016

Record 4
C10H14BIN6V as an isolated structure. Source: the Open Molecules 2025 dataset; level of theory: wB97M-V/def2-TZVPD.

Gap between HOMO and LUMO (alpha / beta) ... 5.75 / 4.76 eV
⟨S²⟩ ... 0.76
Electronic energy ... -1983.83429 Ha

Structure (ORCA input):
```
! wB97M-V def2-TZVPD RIJCOSX def2/J DEFGRID3
* xyz 2 2
H -0.536 2.852 2.458
N -0.102 1.562 0.824
B 0.630 0.624 -1.396
N 0.533 1.773 -0.385
C 0.900 3.065 -0.496
V -0.745 -0.466 1.372
H 1.396 3.408 -1.398
C 0.496 3.720 0.667
H 0.637 4.764 0.897
C -0.121 2.737 1.453
H 1.123 1.067 -2.393
C -1.325 -2.120 1.782
H -1.550 -2.179 2.827
H -0.526 -2.834 1.602
H -2.243 -2.307 1.233
N -0.781 0.008 -1.464
N 1.557 -0.455 -0.779
N -1.443 -0.492 -0.306
N 1.161 -1.132 0.349
C -1.596 -0.093 -2.530
C 2.768 -0.885 -1.148
H -1.190 0.282 -3.472
H 3.208 -0.452 -2.047
C -2.799 -0.683 -2.112
C 3.159 -1.857 -0.262
C -2.683 -0.905 -0.736
C 2.148 -1.961 0.686
H -3.661 -0.919 -2.765
H 4.080 -2.458 -0.294
H -3.365 -1.310 -0.012
H 2.078 -2.524 1.638
H -1.682 0.175 2.536
I 0.475 -0.006 3.669
*
```

Löwdin atomic charge list, values in e, 4 entries: atom 1 (H): 0.111, atom 2 (N): -0.107, atom 3 (B): -0.483, atom 4 (N): -0.022

Record 5
C10H14BN2O2RhS3 as an isolated structure. Source: the Open Molecules 2025 dataset; level of theory: wB97M-V/def2-TZVPD.

Gap between HOMO and LUMO (alpha / beta) ... 5.37 / 5.39 eV
Electronic energy ... -1979.44004 Ha

Structure (ORCA input):
```
! wB97M-V def2-TZVPD RIJCOSX def2/J DEFGRID3
* xyz 0 1
Rh 0.672 1.522 -0.870
S 3.444 4.684 -1.794
C 2.598 3.570 -0.781
S 2.857 1.840 -1.153
S 0.868 3.946 -0.844
N -1.569 1.597 -0.870
C -2.195 2.361 0.217
C -1.815 1.836 1.605
C -0.466 2.351 2.114
N 0.644 1.600 1.538
H -1.775 2.056 -1.758
H -1.961 0.658 -0.905
H -3.288 2.330 0.110
H -1.869 3.400 0.125
H -1.791 0.744 1.587
H -2.588 2.151 2.305
H -0.452 2.289 3.213
H -0.348 3.400 1.831
H 0.636 0.635 1.859
H 1.535 2.022 1.788
O 0.585 -1.329 -1.901
B 0.623 -0.502 -0.788
O 0.561 -1.276 0.374
C 0.530 -2.574 -0.036
C 0.493 -3.732 0.711
C 0.490 -4.929 0.010
C 0.510 -4.961 -1.377
C 0.532 -3.796 -2.131
C 0.547 -2.605 -1.436
H 0.472 -3.707 1.789
H 0.470 -5.857 0.560
H 0.508 -5.913 -1.883
H 0.543 -3.813 -3.209
*
```

Löwdin atomic charge list, values in e, 4 entries: atom 1 (Rh): 0.572, atom 2 (S): 0.425, atom 3 (C): -1.595, atom 4 (S): 0.458

Record 6
C10H14BN7O3Pd as an isolated structure. Source: the Open Molecules 2025 dataset; level of theory: wB97M-V/def2-TZVPD.

ΔE to the lowest compared entry with this formula, charge and spin ... 20.3 kcal/mol
Gap between HOMO and LUMO (alpha / beta) ... 7.39 / 8.44 eV
⟨S²⟩ ... 2.00
Electronic energy ... -1151.03818 Ha

Structure (ORCA input):
```
! wB97M-V def2-TZVPD RIJCOSX def2/J DEFGRID3
* xyz 0 3
H -0.505 3.054 2.163
N -0.044 1.792 0.543
B 0.544 0.710 -1.638
N 0.502 1.932 -0.688
C 0.978 3.192 -0.778
Pd -0.827 -1.083 1.022
H 1.493 3.519 -1.664
C 0.670 3.867 0.404
H 0.929 4.877 0.658
C -0.030 2.958 1.203
H 0.979 0.984 -2.716
C -1.287 -2.895 1.643
H -1.771 -2.683 2.610
H -0.387 -3.505 1.784
H -2.006 -3.340 0.946
N -0.873 0.086 -1.773
N 1.418 -0.399 -0.990
N -1.511 -0.569 -0.719
N 1.046 -1.003 0.179
C -1.626 -0.019 -2.880
C 2.615 -0.883 -1.377
H -1.243 0.377 -3.812
H 3.067 -0.535 -2.292
C -2.795 -0.699 -2.554
C 3.026 -1.819 -0.430
C -2.698 -1.019 -1.198
C 2.026 -1.850 0.547
H -3.601 -0.942 -3.219
H 3.932 -2.388 -0.426
H -3.369 -1.548 -0.535
H 1.972 -2.395 1.482
H -0.532 0.933 0.842
O 0.500 -0.570 2.653
N -0.031 0.351 3.447
O 0.578 0.657 4.469
O -1.139 0.855 3.092
*
```

Löwdin atomic charge list, values in e, 4 entries: atom 1 (H): 0.127, atom 2 (N): 0.098, atom 3 (B): -0.470, atom 4 (N): 0.041

Record 7
C10H14BN7O3W as an isolated structure. Source: the Open Molecules 2025 dataset; level of theory: wB97M-V/def2-TZVPD.

Gap between HOMO and LUMO (alpha / beta) ... 6.85 / 4.55 eV
⟨S²⟩ ... 2.01
Electronic energy ... -1089.62754 Ha

Structure (ORCA input):
```
! wB97M-V def2-TZVPD RIJCOSX def2/J DEFGRID3
* xyz 2 3
H -3.079 -0.630 1.577
N -1.104 -0.890 0.819
B 1.072 -1.765 0.051
N -0.305 -1.997 0.697
C -0.924 -3.090 1.187
W -0.374 1.311 0.295
H -0.427 -4.042 1.171
C -2.181 -2.689 1.645
H -2.921 -3.312 2.102
C -2.267 -1.313 1.387
H 1.688 -2.797 0.026
C -0.008 2.968 -0.926
H -1.035 3.388 -0.825
H 0.359 2.688 -1.937
H 0.666 3.314 -0.132
N 1.763 -0.682 0.940
N 0.842 -1.136 -1.339
N 1.271 0.585 1.150
N 0.237 0.106 -1.514
C 2.934 -0.768 1.571
C 1.155 -1.679 -2.534
H 3.470 -1.697 1.532
H 1.648 -2.634 -2.550
C 3.221 0.470 2.172
C 0.758 -0.791 -3.538
C 2.164 1.312 1.884
C 0.171 0.291 -2.864
H 4.085 0.717 2.737
H 0.904 -0.936 -4.594
H 1.940 2.350 2.120
H -0.297 1.164 -3.307
H -0.049 1.899 1.968
O -3.852 3.851 -0.826
N -4.259 2.704 -0.712
O -5.144 2.238 -0.021
O -2.122 1.490 0.589
*
```

Löwdin atomic charge list, values in e, 4 entries: atom 1 (H): 0.143, atom 2 (N): 0.018, atom 3 (B): -0.464, atom 4 (N): 0.047

Record 8
C10H14BrCl2F3N2Na2O2 as an isolated structure. Source: the Open Molecules 2025 dataset; level of theory: wB97M-V/def2-TZVPD.

Gap between HOMO and LUMO ... 1.55 eV
Electronic energy ... -4767.46008 Ha

Structure (ORCA input):
```
! wB97M-V def2-TZVPD RIJCOSX def2/J DEFGRID3
* xyz 0 1
O 5.097 0.759 -1.250
C 4.604 1.576 -2.173
Cl 4.793 1.124 -3.948
C 3.924 2.909 -1.652
C 2.329 2.733 -1.416
C 1.913 1.277 -1.039
C 0.331 1.193 -0.777
C -0.317 2.566 -0.968
Br -2.313 2.618 -0.614
N 0.274 3.831 -1.369
F -0.494 4.961 -1.528
N 1.592 3.910 -1.591
H 4.045 3.697 -2.494
H 4.404 3.356 -0.715
H 2.605 0.381 -0.921
H -0.200 0.222 -0.486
C -3.352 -1.738 2.122
C -2.461 -2.247 1.003
O -1.077 -2.258 1.338
C -0.710 -3.074 2.447
C -1.055 -4.538 2.251
H -3.051 -0.729 2.422
H -4.396 -1.712 1.795
H -3.299 -2.372 3.010
H -2.564 -1.580 0.140
H -2.775 -3.240 0.665
H -1.154 -2.682 3.370
H 0.374 -2.974 2.562
H -2.128 -4.694 2.140
H -0.719 -5.127 3.109
H -0.576 -4.926 1.350
F -3.082 3.404 -2.790
Na -3.674 4.204 -4.585
F -2.529 -5.989 0.774
Na -1.297 4.063 0.923
Cl 6.876 1.106 -1.062
*
```

Löwdin atomic charge list, values in e, 4 entries: atom 1 (O): -0.540, atom 2 (C): -0.797, atom 3 (Cl): 0.557, atom 4 (C): -0.124